An isolated ion of composition C6H9NO3PS and charge -1, computed with the ωB97M-V functional and the def2-TZVPD basis.

```
21
Properties=species:S:1:pos:R:3:lowdin_charge:R:1
S -1.60 -1.01 -2.19 0.9876
P -2.00 -0.82 1.92 0.3031
O -1.67 0.51 2.55 -0.3816
O -3.41 -1.18 1.52 -0.3848
O -1.35 -2.02 2.83 -0.1984
N 0.56 -0.55 1.20 -0.1560
C -1.76 0.53 -2.95 -0.4465
C -1.12 1.09 -0.80 -0.1715
C -0.67 -1.01 0.50 -0.3547
C -0.98 -0.25 -0.73 -0.5440
C 1.81 -0.48 0.58 -0.1980
C -1.43 1.57 -2.07 -0.1995
H 2.32 0.24 1.19 0.0536
H 1.93 0.06 -0.44 0.0937
H -0.88 -1.46 3.45 0.0330
H 0.43 0.39 1.57 0.0763
H 2.39 -1.45 0.72 0.0902
H -0.46 -2.12 0.31 0.1310
H -1.17 2.55 -2.42 0.0866
H -2.17 0.54 -3.98 0.0543
H -0.57 1.69 -0.05 0.1259
```

## Properties
Energy above the lowest of the compared OMol25 structures with the same formula, charge and spin in kcal/mol: 11.0
Net charge: -1
SMILES: CN[C@H](c1cccs1)[P@@](=O)([O-])O

=====

One molecule with the formula C2H5N3S, computed with the ωB97M-V functional and the def2-TZVPD basis.

```
11
Properties=species:S:1:pos:R:3:lowdin_charge:R:1
S 0.63 0.42 1.22 0.8978
N -0.11 -1.05 0.61 -0.3973
N -0.39 0.67 -1.31 0.0402
N 0.96 2.41 -0.52 0.0333
C 0.46 1.26 -0.43 -0.8248
C -0.39 -2.00 1.47 -0.1254
H 0.05 0.63 -2.27 0.1308
H -0.26 -1.96 2.61 0.0841
H 0.55 2.78 -1.43 0.0797
H -0.93 -2.86 1.06 0.0611
H -0.57 -0.28 -1.02 0.0203
```

## Properties
Energy above the lowest of the compared OMol25 structures with the same formula, charge and spin in kcal/mol: 46.2
Net charge: 0
SMILES: [H]/N=C(\N)SN=C

=====

C36H32CdF3N3O6PS3 as an isolated structure, computed with the ωB97M-V functional and the def2-TZVPD basis.

```
85
Properties=species:S:1:pos:R:3:lowdin_charge:R:1
Cd 0.77 0.54 0.20 1.3354
S 0.92 2.25 -2.15 0.4252
S 3.38 0.89 1.02 0.5585
S -2.39 0.86 -0.12 0.4124
P -1.92 -2.24 0.73 1.1302
F 5.33 -0.05 3.39 0.1154
F 5.24 2.11 3.36 0.1247
F 5.11 1.05 5.23 0.0992
O -1.40 0.78 0.98 -0.4649
O 1.04 0.77 -2.20 -0.4429
O 2.00 2.95 -2.79 -0.3007
O -2.88 2.18 -0.38 -0.3003
O 0.68 2.64 -0.75 -0.4268
O -1.90 0.11 -1.28 -0.3764
N 0.87 -2.08 -1.48 0.0445
N 1.27 -1.70 -0.25 -0.0121
N 1.24 0.70 2.52 -0.0580
C -4.62 -2.07 1.56 -0.0922
C 1.80 -2.77 0.32 -0.3612
C -4.13 3.74 -5.13 -0.0619
C -2.86 3.38 -4.41 -0.2792
C -1.52 -2.76 4.78 -0.0886
C -3.74 -0.09 0.55 -0.2622
C 0.81 -4.04 -3.01 -0.0131
C -4.97 0.54 0.71 -0.0530
C -2.90 -4.90 0.20 -0.0964
C 4.72 1.02 3.93 -0.6092
C -3.55 -1.40 0.97 -0.3307
C -2.26 4.27 -3.53 -0.0410
C -1.11 3.92 -2.83 -0.0471
C -2.28 2.13 -4.59 -0.0419
C -2.54 -3.64 -0.27 -0.3538
C -3.39 -5.87 -0.67 -0.0920
C -1.58 -2.97 2.37 -0.3681
C 1.73 -3.86 -0.57 0.0054
C 2.45 1.00 4.95 -0.0217
C -0.64 -3.83 4.87 -0.0968
C -0.22 -4.46 3.71 -0.0946
C 3.22 0.95 3.81 -0.1405
C -1.99 -2.33 3.54 -0.0932
C -1.13 1.76 -3.90 -0.0602
C 1.14 -3.38 -1.72 -0.3005
C 2.33 -2.71 1.71 -0.0358
C -0.68 -4.03 2.47 -0.1307
C -2.70 -3.36 -1.63 -0.1061
C 1.07 0.93 4.88 -0.0715
C 2.59 0.84 2.54 -0.7643
C -0.55 2.67 -3.03 -0.2830
C 0.51 0.77 3.63 -0.1500
C -3.21 -4.31 -2.49 -0.0956
C -5.85 -1.45 1.73 -0.0814
C -6.02 -0.14 1.30 -0.0777
C -3.55 -5.57 -2.02 -0.1018
H -4.31 4.82 -5.09 0.0685
H -4.10 3.44 -6.18 0.0722
H 0.48 -5.29 3.76 0.1012
H -3.66 -6.84 -0.29 0.0970
H -0.66 4.61 -2.12 0.1205
H -1.84 -2.24 5.68 0.0998
H 2.94 1.11 5.91 0.1143
H -4.99 3.25 -4.67 0.0790
H 3.27 -2.15 1.74 0.0645
H -5.07 1.56 0.38 0.1067
H -3.94 -6.32 -2.70 0.0950
H 2.49 -3.71 2.10 0.0736
H -0.26 -4.02 -3.20 0.0625
H 0.51 -1.37 -2.10 0.1286
H 2.09 -4.87 -0.39 0.1055
H 1.31 -3.55 -3.85 0.0829
H -2.79 -5.14 1.25 0.0957
H -0.31 -4.51 1.57 0.0995
H -0.28 -4.16 5.83 0.0960
H 0.44 0.99 5.76 0.0926
H 1.63 -2.19 2.37 0.0678
H -6.67 -1.99 2.19 0.0980
H -0.70 0.78 -4.01 0.1061
H -2.44 -2.37 -2.00 0.0957
H -6.98 0.35 1.43 0.0991
H -2.74 1.42 -5.27 0.1090
H -2.70 5.24 -3.37 0.1071
H -4.49 -3.09 1.89 0.1065
H 1.13 -5.08 -2.98 0.0788
H -2.66 -1.49 3.49 0.1047
H -0.56 0.67 3.48 0.0988
H -3.34 -4.07 -3.54 0.1012
```

## Properties
Energy above the lowest of the compared OMol25 structures with the same formula, charge and spin in kcal/mol: 11.4
Net charge: -1

=====

A 10-piece molecular cluster, C28H82N14O10 overall, computed with the ωB97M-V functional and the def2-TZVPD basis.

```
134
Properties=species:S:1:pos:R:3:lowdin_charge:R:1
O -10.16 32.35 -2.04 -0.1836
O -7.70 45.83 -5.06 0.0236
O -12.39 35.52 -11.80 0.0244
O -18.00 37.12 -5.92 -0.2078
O -5.13 40.51 -7.96 0.0438
O 0.09 31.45 -3.12 -0.1783
O -4.67 32.67 -11.47 -0.1791
O -8.39 36.36 -6.41 0.0477
O -14.03 41.13 -13.45 -0.1923
O -13.35 42.52 -3.07 -0.2163
N -3.82 39.14 -6.93 0.1665
N -0.39 35.10 -2.90 0.0332
N -3.09 41.13 -7.37 0.1629
N -6.36 34.02 -13.32 0.0317
N -9.65 37.96 -7.37 0.1600
N -15.74 43.27 -4.75 0.0071
N -12.74 31.46 0.52 0.0270
N -9.33 45.11 -3.76 0.1520
N -8.64 43.85 -5.42 0.1682
N -13.44 33.95 -12.97 0.1681
N -15.38 38.35 -8.14 0.0315
N -12.26 33.40 -11.23 0.1522
N -10.55 36.43 -6.19 0.1569
N -14.29 39.07 -15.47 0.0419
C -4.93 34.04 -11.30 -0.2468
C -18.05 36.37 -4.69 -0.0819
C 1.10 30.58 -2.93 -0.1732
C -10.72 32.26 -0.78 -0.2550
C -14.60 42.93 -2.54 -0.1900
C -13.05 32.42 -1.74 -0.0495
C -12.64 41.25 -13.27 -0.1224
C -16.73 38.14 -7.75 -0.4608
C -0.77 33.72 -2.98 -0.4795
C -4.23 32.09 -10.19 -0.0797
C -15.26 43.92 -3.60 -0.4327
C -16.72 37.31 -6.45 -0.2239
C -12.07 31.60 -0.82 -0.4118
C -12.76 41.41 -2.43 -0.1021
C -8.48 44.95 -4.76 -0.7957
C -17.50 37.47 -8.86 -0.0774
C -5.37 36.18 -12.80 -0.0631
C -9.41 31.20 -2.43 -0.0862
C -13.98 40.43 -15.81 -0.4901
C -14.51 41.43 -14.75 -0.1860
C -1.69 33.52 -4.14 -0.0627
C -5.10 34.60 -12.74 -0.3834
C -9.44 36.89 -6.66 -0.8395
C -12.76 34.37 -11.97 -0.7999
C 0.49 32.85 -3.09 -0.1732
C -16.58 44.64 -3.21 -0.0614
C -4.08 40.28 -7.43 -0.8417
C -14.40 40.82 -17.19 -0.0692
H -15.06 37.55 -8.67 0.0731
H -1.24 33.49 -2.03 0.1425
H -2.93 38.80 -6.58 0.1156
H -13.88 38.94 -14.56 0.0635
H -6.30 36.46 -12.29 0.0700
H -17.27 36.41 -8.95 0.0804
H -17.21 39.11 -7.59 0.1439
H -9.49 43.34 -5.24 0.1075
H -10.49 35.63 -5.57 0.1251
H -17.87 35.32 -4.93 0.0814
H -19.09 36.43 -4.36 0.0881
H -4.91 32.11 -9.35 0.0872
H 1.25 30.32 -1.88 0.0850
H -11.97 30.60 -1.23 0.1181
H -16.18 45.41 -2.54 0.0724
H -4.19 34.43 -13.32 0.1301
H -9.99 30.28 -2.31 0.0841
H 2.04 30.85 -3.42 0.0921
H -4.62 38.51 -6.95 0.1251
H -4.02 31.04 -10.41 0.0787
H 1.20 33.15 -2.32 0.1213
H -10.87 33.27 -0.39 0.1332
H -3.29 42.08 -7.64 0.1205
H -2.25 40.87 -6.86 0.1070
H -10.11 44.48 -3.62 0.1014
H -13.51 40.63 -2.36 0.0827
H -6.08 33.05 -13.22 0.0497
H -17.50 37.93 -9.85 0.0765
H -1.90 32.46 -4.29 0.0825
H -1.42 34.05 -5.05 0.0829
H -15.04 42.70 -5.21 0.0766
H -3.23 32.40 -9.89 0.0812
H 0.40 35.25 -2.28 0.0674
H -4.11 34.63 -10.89 0.1197
H -15.27 42.09 -2.37 0.1130
H -8.11 43.73 -6.27 0.1265
H -12.90 40.32 -15.77 0.1309
H -12.50 41.23 -12.19 0.0908
H -10.54 38.18 -7.80 0.1185
H -12.43 41.67 -1.42 0.0857
H -13.96 34.58 -13.57 0.1257
H -13.66 31.05 0.46 0.0584
H 0.72 29.62 -3.28 0.0891
H -8.77 38.30 -7.73 0.1219
H -15.28 39.04 -15.27 0.0736
H -11.93 41.05 -3.04 0.0866
H -14.12 39.99 -17.83 0.0795
H -13.88 33.05 -12.84 0.1079
H -17.30 36.78 -4.02 0.0853
H -9.19 46.01 -3.32 0.1168
H -5.29 36.54 -13.82 0.0673
H -8.48 31.10 -1.87 0.0845
H -14.39 43.33 -1.55 0.1192
H -6.94 34.26 -12.53 0.0531
H -12.78 32.53 -11.25 0.1019
H -15.58 41.62 -14.79 0.1290
H -15.48 40.91 -17.36 0.0797
H -14.05 31.97 -1.73 0.0662
H -14.06 42.38 -15.06 0.1129
H -14.43 44.58 -3.87 0.1338
H -16.40 42.63 -4.33 0.0738
H -13.05 33.48 -1.47 0.0761
H -12.70 32.36 -2.76 0.0658
H -17.12 44.98 -4.09 0.0777
H -12.21 40.30 -13.58 0.0795
H -16.10 37.92 -5.79 0.1198
H -13.86 41.73 -17.46 0.0822
H -10.09 31.66 -0.13 0.1226
H -5.83 34.29 -10.73 0.1253
H -11.61 33.68 -10.51 0.1193
H -4.56 36.72 -12.32 0.0583
H -9.11 31.47 -3.44 0.0935
H -17.24 43.94 -2.70 0.0736
H -2.63 33.98 -3.82 0.0815
H 0.95 33.05 -4.06 0.1255
H -15.53 39.00 -8.90 0.0717
H -11.15 37.24 -6.18 0.1091
H -12.08 42.06 -13.73 0.0964
H -16.37 36.29 -6.64 0.1275
H -18.57 37.45 -8.68 0.0737
H 0.02 35.26 -3.80 0.0640
H -12.16 30.81 1.05 0.0565
```

## Properties
Energy above the lowest of the compared OMol25 structures with the same formula, charge and spin in kcal/mol: 150.8
Net charge: 0
SMILES: COC[C@H](C)N.COC[C@H](C)N.COC[C@H](C)N.COC[C@H](C)N.COC[C@H](C)N.COC[C@H](C)N.NC(N)=O.NC(N)=O.NC(N)=O.NC(N)=O

=====

One molecule with the formula C5H6O, computed with the ωB97M-V functional and the def2-TZVPD basis.

```
12
Properties=species:S:1:pos:R:3:lowdin_charge:R:1
O -1.79 1.57 0.25 -0.0322
C -0.08 -0.08 -0.29 0.0300
C 2.51 -0.59 -0.67 -0.1047
C -1.49 0.25 -0.16 -0.3101
C 1.09 -0.32 -0.46 -0.0669
C -2.11 0.52 1.14 -0.1205
H 2.65 -1.33 -1.47 0.0781
H 2.98 -0.98 0.24 0.0771
H 3.04 0.32 -0.96 0.0796
H -1.51 0.45 2.05 0.1171
H -3.18 0.33 1.26 0.1112
H -2.14 -0.14 -0.94 0.1412
```

## Properties
Energy above the lowest of the compared OMol25 structures with the same formula, charge and spin in kcal/mol: 60.5
Net charge: 0
SMILES: CC#C[C@H]1CO1

=====

C52H136Br12N15O14P5 as an isolated structure, computed with the ωB97M-V functional and the def2-TZVPD basis.

```
234
Properties=species:S:1:pos:R:3:lowdin_charge:R:1
Br 6.15 -1.14 -7.01 0.5267
Br 6.39 -5.27 0.00 0.5859
Br 6.63 -2.30 -0.83 0.5844
Br 4.07 2.21 2.34 0.6380
Br 6.10 3.44 0.18 0.5853
Br 3.93 -1.03 -4.79 0.5930
Br 4.45 -3.96 -2.29 0.6407
Br 3.89 -3.56 5.35 0.5671
Br 3.53 0.79 -7.42 0.6458
Br 4.46 5.44 1.94 0.5956
Br 5.37 -2.40 2.83 0.6011
Br 2.86 -4.32 2.33 0.8036
P -0.13 6.54 0.75 0.5024
P 0.66 1.51 7.71 0.4713
P 0.10 -6.37 0.94 0.5048
P -4.20 -0.29 2.66 0.4621
P 1.09 0.67 -0.14 0.5489
O -7.31 -2.34 -1.05 -0.1763
O -0.16 3.66 -4.37 -0.2120
O -3.67 -1.32 1.74 -0.2945
O 2.79 4.30 -5.61 -0.1389
O -2.78 -2.85 -4.04 -0.2262
O -1.33 6.59 -0.17 -0.2974
O 0.74 -5.02 0.97 -0.4550
O -5.35 -3.67 -3.10 -0.1505
O 1.51 -4.16 -3.82 -0.2237
O 5.54 4.09 -4.11 -0.1928
O 1.20 -3.39 -7.20 -0.1159
O -0.15 0.48 8.37 -0.2816
O 1.24 1.93 0.60 -0.3035
O 2.57 -1.71 -9.36 -0.2379
N -5.59 0.43 2.04 -0.3092
N -0.15 2.93 7.52 -0.2960
N 1.34 6.23 -0.01 -0.2889
N 1.01 -7.64 0.36 -0.2694
N -0.31 5.33 1.88 -0.2669
N -0.49 0.18 -0.23 -0.2520
N 0.20 7.97 1.52 -0.3330
N -4.63 -0.86 4.11 -0.2913
N -0.45 -6.74 2.45 -0.2833
N 1.85 -0.65 0.57 -0.2943
N -3.08 0.89 3.03 -0.2764
N 1.24 0.92 6.29 -0.2793
N -1.12 -6.45 -0.20 -0.3130
N 2.05 2.16 8.38 -0.3204
N 1.64 0.65 -1.75 -0.2731
C 2.56 -0.91 -10.47 -0.1632
C -1.54 3.44 -4.25 -0.0968
C -5.56 0.66 0.62 -0.1418
C 1.99 7.39 -0.65 -0.0919
C -5.99 -2.98 -0.92 -0.1596
C -3.36 2.33 2.87 -0.0890
C 1.18 -0.45 5.95 -0.1298
C -7.90 -1.95 0.18 -0.1242
C 1.76 -8.57 1.19 -0.1208
C -2.54 -1.59 -4.62 -0.1060
C 1.22 5.00 -0.80 -0.1331
C -1.53 1.22 -0.35 -0.0871
C 4.20 -0.86 -6.69 -1.5499
C -1.44 -7.82 2.57 -0.0897
C 1.86 -2.94 -9.56 -0.1777
C 1.93 3.13 9.51 -0.0921
C -4.37 -0.22 5.43 -0.0582
C 0.85 -3.70 -4.96 -0.2431
C -1.80 -5.22 -0.41 -0.1428
C 4.19 4.24 -3.58 -0.1779
C 0.23 3.99 -5.65 -0.2284
C -6.54 1.20 2.81 -0.1062
C -1.64 5.57 2.51 -0.1068
C 1.47 -4.36 -6.17 -0.1597
C 0.72 1.08 -2.73 -0.1328
C -3.63 -3.65 -4.83 -0.1845
C -5.57 -2.00 4.02 -0.0993
C 0.83 -3.78 -2.60 -0.0824
C 3.06 3.65 -4.35 -0.1840
C 4.41 3.71 1.10 -1.5566
C -0.23 -5.78 3.54 -0.1024
C 2.01 -3.77 -8.29 -0.2396
C -5.14 -2.65 -2.07 -0.1679
C -0.86 -1.26 -0.20 -0.0602
C 1.22 8.14 2.55 -0.1018
C -1.62 2.72 7.54 -0.0937
C 0.68 4.52 2.60 -0.1149
C 5.42 -3.75 -0.65 -1.6826
C 5.82 4.76 -5.31 -0.1223
C -1.70 0.46 3.43 -0.0677
C 2.93 1.30 -1.74 -0.1428
C 1.52 4.83 -5.71 -0.2111
C 3.24 1.34 8.52 -0.1046
C -0.47 9.15 1.01 -0.1088
C -5.11 -3.28 -4.46 -0.1641
C 1.93 -0.56 2.00 -0.1631
C 2.30 1.74 5.58 -0.0702
C -1.84 -7.67 -0.71 -0.0882
C 2.75 -1.58 -0.07 -0.1423
C 0.32 4.08 6.72 -0.0955
C 1.54 -7.58 -1.13 -0.0133
C 4.30 -3.88 3.47 -1.5711
H -3.36 0.18 5.54 0.0557
H -2.20 -5.19 -1.44 0.0842
H -6.14 -4.06 -0.81 0.1387
H -6.62 -1.69 4.01 0.0717
H 0.22 3.95 5.65 0.0586
H 0.35 2.10 -2.51 0.0785
H -5.34 -1.66 -2.54 0.1391
H -2.35 5.25 1.73 0.0738
H 0.34 3.15 -6.39 0.1406
H 0.79 -2.67 -2.54 0.0912
H 1.20 8.06 -1.05 0.0889
H -1.34 -8.49 1.75 0.0428
H 0.22 -6.34 4.34 0.0688
H 2.87 -1.39 -1.09 0.0337
H 0.50 5.07 -1.70 0.1100
H -1.10 8.78 0.21 0.0605
H 0.46 -4.98 3.31 0.0016
H -1.17 -4.39 -0.15 0.0532
H -3.36 -3.47 -5.87 0.1174
H -5.47 -2.61 -0.05 0.1007
H -2.76 -5.19 0.20 0.0998
H -2.80 -7.69 -0.15 0.0762
H 0.25 9.92 0.74 0.0810
H -0.21 -3.91 -5.01 0.1103
H 2.51 -7.13 -1.15 0.0694
H 1.22 -8.93 2.05 0.0690
H -4.88 0.00 0.12 0.0582
H -1.82 1.82 8.16 0.0754
H 2.25 -3.58 -10.38 0.1380
H 1.38 4.11 6.90 0.0640
H -1.17 2.17 0.11 0.0860
H -0.97 0.91 2.72 0.0768
H -5.37 -2.50 3.07 0.0625
H 2.06 -1.05 6.15 0.0464
H -1.35 -1.52 0.73 0.0576
H 1.07 4.89 3.58 0.0782
H 3.07 -3.62 -8.04 0.1279
H -3.42 -1.27 -5.29 0.1054
H 1.19 1.12 -3.71 0.0852
H 2.75 0.16 -10.22 0.0644
H 0.98 -0.57 4.87 0.0760
H 3.25 -1.24 -11.30 0.1024
H 2.19 4.71 -1.22 0.0538
H -2.06 3.65 7.82 0.0671
H 3.83 -1.37 0.45 0.0902
H 1.54 -0.98 -10.92 0.0879
H 3.61 0.78 -1.08 0.0797
H -0.16 0.45 -2.84 0.0786
H -2.51 2.84 2.44 0.0552
H -5.27 -2.19 -4.65 0.1203
H -6.59 0.58 0.22 0.0881
H 2.06 2.79 5.67 0.0411
H -1.82 6.63 2.79 0.0819
H 0.81 8.63 3.46 0.0938
H 0.05 -1.88 -0.26 0.0648
H 1.32 0.14 2.45 0.0253
H -1.82 3.45 -3.18 0.0949
H -1.20 -8.63 -0.53 0.1087
H 3.09 0.49 7.90 0.0581
H 0.86 4.15 -0.21 0.0456
H 1.45 5.21 -6.78 0.1466
H -1.51 0.61 4.49 0.0571
H 5.67 5.88 -5.18 0.1060
H 1.69 7.16 2.73 0.0474
H 3.38 1.27 -2.77 0.0632
H -1.67 -0.57 3.04 0.0765
H -7.29 -1.19 0.80 0.0798
H 4.91 -4.76 3.49 -0.0409
H 4.20 3.64 -2.65 0.0919
H -3.64 2.85 3.82 0.0875
H 0.86 -6.98 -1.68 0.0522
H 2.16 3.57 -3.74 0.1069
H 1.10 -5.39 -6.40 0.1452
H -5.41 -2.72 4.85 0.0930
H -3.40 -4.64 -4.55 0.1104
H 1.93 -9.50 0.68 0.0710
H 2.64 7.85 0.10 0.0621
H 5.20 4.39 -6.10 0.0620
H 2.25 1.46 4.49 0.0480
H 2.53 -4.48 -6.13 0.1079
H 2.99 2.39 -1.49 0.0653
H -7.94 -2.74 0.85 0.0527
H 1.61 -8.57 -1.48 0.0587
H -0.21 4.96 6.98 0.0746
H 2.65 7.06 -1.46 0.0759
H -4.20 2.47 2.23 0.0389
H 2.73 -8.19 1.45 0.0744
H -4.46 -1.02 6.17 0.0851
H -8.91 -1.59 -0.01 0.0888
H 4.78 -3.58 0.18 -0.1332
H -1.74 4.92 3.38 0.0656
H -1.86 1.46 -1.32 0.0463
H -1.11 9.50 1.83 0.0809
H 3.22 1.11 9.59 0.0863
H -2.39 0.94 0.24 0.0542
H 1.60 -1.56 2.40 0.0856
H -2.05 2.50 6.55 0.0632
H -5.04 0.60 5.60 0.0583
H -1.18 -5.25 3.90 0.1100
H 1.05 3.73 9.32 0.0618
H 1.39 -4.15 -1.73 0.0577
H -2.05 4.30 -4.73 0.0983
H -0.19 -4.17 -2.63 0.0748
H 3.65 -1.56 -7.28 -0.0793
H 2.78 3.87 9.56 0.0950
H -6.48 2.31 2.55 0.0978
H -1.86 2.52 -4.65 0.0677
H 4.14 1.88 8.27 0.0831
H -1.52 -1.57 -0.95 0.0554
H 2.13 8.66 2.16 0.0826
H -1.65 -1.60 -5.28 0.0926
H 0.76 -2.61 -4.97 0.1182
H -2.47 -7.45 2.46 0.0880
H -2.16 -7.58 -1.74 0.0663
H 0.76 -2.77 -9.68 0.1394
H -2.56 -0.86 -3.85 0.0635
H 3.31 1.50 5.92 0.0715
H -7.58 0.93 2.62 0.0768
H -4.07 -2.67 -1.87 0.1132
H 2.47 -2.61 0.23 0.0294
H 3.57 3.67 0.45 -0.0804
H 0.44 -0.89 6.59 0.0689
H 1.55 4.30 2.00 0.0253
H 0.25 3.54 2.69 0.0602
H 1.94 -4.79 -8.66 0.1258
H -0.53 4.61 -6.14 0.1161
H -5.82 -3.89 -4.98 0.1137
H 1.85 2.49 10.43 0.0933
H -1.33 -8.29 3.52 0.0747
H 1.43 5.63 -5.00 0.1213
H -6.24 1.13 3.90 0.0821
H 3.27 2.59 -4.53 0.1033
H 2.93 -0.33 2.36 0.0136
H 4.01 5.29 -3.36 0.1246
H 6.92 4.58 -5.48 0.1029
H -5.12 1.62 0.32 0.0803
```

## Properties
Net charge: 0

=====

no.,DFT total energy (Ha)
1,-1254.169427
2,-641.610355
3,-4010.242724
4,-2634.835628
5,-269.249782
6,-36532.444734